<A>
# C6H8N

An isolated ion of composition C6H8N and charge +1 (ωB97M-V/def2-TZVPD, OMol25).

Atoms and positions in Å:
C1 1.790 -1.507 -0.383
C2 0.683 -0.570 -0.365
C3 0.872 0.801 -0.618
C4 -0.016 1.732 -0.578
C5 -1.280 1.451 0.526
N1 -1.449 0.013 0.696
C6 -0.699 -0.847 -0.013
H1 2.538 -1.447 -1.223
H2 1.425 -2.431 -0.167
H3 2.353 -1.300 0.444
H4 0.037 2.674 -0.998
H5 -1.296 2.004 1.493
H6 -1.910 1.686 -0.245
H7 -2.158 -0.333 1.326
H8 -0.889 -1.924 0.104

- structure (SMILES) = CC1=C=CC[NH+]=C1
- net charge = +1
- E_HOMO (alpha / beta) (eV) = -13.24 / -13.66
- orbital gap (alpha / beta) (eV) = 7.6 / 7.6

Taken from the Löwdin analysis, the atomic charges in e are: atom 1 (C): -0.022, atom 2 (C): -0.206, atom 3 (C): 0.122, atom 4 (C): 0.044, atom 5 (C): -0.014, atom 6 (N): 0.075, atom 7 (C): 0.050, atom 8 (H): 0.140, atom 9 (H): 0.060, atom 10 (H): 0.078, atom 11 (H): 0.095, atom 12 (H): 0.153, atom 13 (H): 0.097, atom 14 (H): 0.173, atom 15 (H): 0.156

<B>
# C6H8N

An isolated ion of composition C6H8N and charge +1 (ωB97M-V/def2-TZVPD, OMol25).

Atoms and positions in Å:
C1 0.773 1.516 -1.992
C2 0.360 0.542 -1.032
C3 0.048 -0.804 -0.612
C4 -0.980 -1.874 0.194
N1 -1.136 -1.231 1.311
C5 -0.386 0.009 1.525
C6 0.636 0.069 0.428
H1 1.108 0.942 -2.916
H2 1.618 2.202 -1.600
H3 0.023 2.179 -2.317
H4 -1.360 -2.775 -0.243
H5 -1.491 -1.701 2.201
H6 0.061 0.074 2.627
H7 -1.059 0.885 1.692
H8 1.785 -0.034 0.735

- structure (SMILES) = CC1=C2C=[NH+]C[C@H]12
- net charge = +1
- E_HOMO (eV) = -12.91
- orbital gap (eV) = 7.4

Taken from the Löwdin analysis, the atomic charges in e are: atom 1 (C): -0.042, atom 2 (C): -0.066, atom 3 (C): 0.041, atom 4 (C): 0.176, atom 5 (N): 0.068, atom 6 (C): -0.136, atom 7 (C): -0.244, atom 8 (H): 0.135, atom 9 (H): 0.136, atom 10 (H): 0.074, atom 11 (H): 0.137, atom 12 (H): 0.219, atom 13 (H): 0.180, atom 14 (H): 0.148, atom 15 (H): 0.175

Which structure wins on stability? <A> wins.